[1]
A cluster of 2 separate species, C6H12NO in total, computed with ωB97M-V/def2-TZVPD.

Each line ends with the Mulliken charge.
Atoms and positions in Å:
1 C -2.22137 -0.71465 -1.72714  0.083
2 C -1.36422 -0.37486 -0.92058  -0.803
3 C 0.16705 1.52961 -0.76911  -1.377
4 C -1.56875 -0.00859 1.94126  -0.920
5 C 1.84013 -1.32644 -1.49834  -0.529
6 C -0.26539 0.18268 -0.20465  0.228
7 N -0.22359 0.13325 1.27580  -0.133
8 O 3.05258 -0.86584 -1.43615  -0.398
9 H -2.97518 -1.25219 -2.15664  0.521
10 H -0.41023 2.27239 -0.20343  0.504
11 H 1.26005 1.60131 -0.54239  0.329
12 H -0.18813 1.67127 -1.82852  0.395
13 H -2.32540 0.79229 1.58834  0.313
14 H -1.93558 -0.99640 1.70897  0.389
15 H -1.38840 -0.00899 2.99131  0.416
16 H 1.09426 -1.01945 -2.12230  0.438
17 H 1.61218 -2.12660 -0.87574  0.366
18 H 0.10895 1.01635 1.49659  0.400
19 H 0.46567 -0.66103 1.66635  0.433
20 H 3.47997 -0.84309 -2.27458  0.344

Computed properties:
Energy   -365.33022 a.u.
Total charge   +1
HOMO energy (alpha / beta)   -0.4097 / -0.4508 hartree
F_max   0.0725 Eh/bohr
Relative energy (zero: lowest compared OMol25 entry of this formula, charge and spin)   575.4 kJ/mol

***

[2]
A cluster of 5 separate species, C36H59F12N3O10Si in total, computed with ωB97M-V/def2-TZVPD.

Each line ends with the Mulliken charge.
Atoms and positions in Å:
1 C 5.60169 -3.20714 -0.58583  -0.878
2 C 4.21782 -2.53658 -0.33556  0.405
3 O 4.14684 -1.79005 0.59202  -0.506
4 N 3.04194 -2.80984 -1.16229  -0.270
5 C 3.44931 -2.73128 -2.61094  -0.409
6 C 2.24854 -2.90451 -3.58305  -1.202
7 C 1.36029 -1.61546 -3.80838  0.558
8 C 1.78244 -0.35286 -2.98544  -0.216
9 Si 0.96617 1.24178 -3.71098  -0.902
10 C 2.22188 2.65519 -3.33167  -0.525
11 C 2.71885 2.42768 -1.83570  -0.239
12 C 3.10503 3.76038 -1.11537  -0.568
13 N 4.56122 4.04712 -1.34253  -0.620
14 C 0.68436 1.15358 -5.58804  -0.727
15 C -0.58892 0.27887 -6.00526  0.103
16 C -0.28738 -0.63861 -7.25110  -0.448
17 O -1.28514 -1.68445 -7.24732  -0.558
18 C -0.64464 1.73088 -2.82758  -0.743
19 C -1.53827 0.51235 -2.36264  0.433
20 C -2.99640 1.07645 -2.11910  -0.899
21 C -3.75549 0.42297 -0.90867  -0.859
22 N -3.29190 -0.92897 -0.54204  0.738
23 C -2.50241 -0.99059 0.57886  -0.438
24 C -2.24728 -2.46439 0.69293  -0.777
25 C -2.92094 -3.09378 -0.42498  -0.869
26 C -3.58291 -2.08236 -1.19857  -0.461
27 H 6.08876 -3.52256 0.36673  0.352
28 H 5.53960 -4.12460 -1.21467  0.319
29 H 6.32050 -2.49407 -1.05760  0.191
30 H 2.89770 -3.81907 -1.02258  0.352
31 H 4.11680 -3.62146 -2.77869  0.435
32 H 4.09182 -1.84836 -2.82000  0.293
33 H 2.69195 -3.17559 -4.57551  0.326
34 H 1.66208 -3.79414 -3.26102  0.322
35 H 1.28961 -1.44956 -4.90594  -0.357
36 H 0.32510 -1.88001 -3.47230  -0.020
37 H 2.87037 -0.13919 -2.98178  0.144
38 H 1.36712 -0.42670 -1.95073  0.458
39 H 1.63215 3.60575 -3.29459  0.517
40 H 3.05373 2.68077 -4.06629  0.102
41 H 1.86573 1.95996 -1.28301  0.156
42 H 3.55870 1.69846 -1.81055  0.210
43 H 2.49633 4.60752 -1.50640  0.228
44 H 2.99554 3.67310 -0.00460  0.310
45 H 5.01454 3.21067 -1.71646  0.246
46 H 5.00088 4.19048 -0.43213  0.256
47 H 0.50417 2.17817 -5.99027  0.499
48 H 1.58308 0.70100 -6.06914  0.430
49 H -1.48880 0.90893 -6.15239  0.383
50 H -0.75745 -0.43418 -5.16326  -0.347
51 H -0.40911 -0.10353 -8.21337  0.336
52 H 0.71405 -1.12365 -7.15895  0.207
53 H -1.25196 -2.14677 -6.39736  0.303
54 H -0.49208 2.44521 -1.98262  0.516
55 H -1.26499 2.29132 -3.57977  0.443
56 H -1.11687 0.08423 -1.42972  0.139
57 H -1.64575 -0.26260 -3.15751  -0.095
58 H -3.60704 1.09294 -3.05245  0.382
59 H -2.85541 2.15671 -1.85477  0.350
60 H -4.82698 0.31578 -1.21914  0.185
61 H -3.74191 1.04962 0.00346  0.410
62 H -2.16967 -0.14660 1.19401  0.494
63 H -1.66342 -2.94781 1.49257  0.490
64 H -2.95829 -4.17113 -0.65033  0.486
65 H -4.19694 -2.20171 -2.10256  0.483
66 C 10.16483 3.95840 -3.29913  -1.126
67 C 10.10017 2.49854 -3.69846  -0.206
68 O 8.76376 1.98609 -3.55871  -0.294
69 C 7.92151 2.27016 -4.55501  0.129
70 O 8.19821 2.90841 -5.52762  -0.515
71 C 6.55979 1.62302 -4.29279  1.143
72 F 6.13999 1.81041 -3.02714  -0.284
73 F 6.59419 0.29175 -4.49534  -0.278
74 F 5.60273 2.10496 -5.09114  -0.264
75 H 9.77173 4.09674 -2.29026  0.306
76 H 11.19327 4.31965 -3.33102  0.378
77 H 9.56135 4.57624 -3.96500  0.319
78 H 10.72868 1.90660 -3.03351  0.319
79 H 10.46727 2.34197 -4.71385  0.328
80 C -6.57876 -1.67754 2.10718  -0.893
81 C -7.42646 -2.09989 0.92613  -0.346
82 O -8.79752 -1.70185 1.10667  -0.313
83 C -9.07817 -0.42952 0.82059  0.343
84 O -8.28358 0.38003 0.43730  -0.512
85 C -10.57368 -0.16401 1.01143  0.882
86 F -11.03640 -0.67714 2.16455  -0.247
87 F -11.29865 -0.71281 0.01936  -0.254
88 F -10.85567 1.14319 1.02630  -0.238
89 H -7.00057 -2.06043 3.03878  0.395
90 H -5.55874 -2.05081 1.99987  0.168
91 H -6.54061 -0.59090 2.19762  0.334
92 H -7.42812 -3.18648 0.84457  0.376
93 H -7.03284 -1.70688 -0.01255  0.288
94 C 0.84918 -3.15037 6.61572  -1.141
95 C -0.53445 -3.17197 7.23190  -0.235
96 O -1.40759 -2.24055 6.56814  -0.220
97 C -1.94153 -2.65715 5.41656  0.088
98 O -1.74382 -3.72367 4.91358  -0.536
99 C -2.87826 -1.58659 4.85520  1.155
100 F -2.33541 -0.35188 4.89634  -0.303
101 F -4.03723 -1.51931 5.54810  -0.307
102 F -3.20911 -1.80935 3.58293  -0.170
103 H 1.25118 -2.13555 6.61352  0.311
104 H 1.52700 -3.79840 7.17216  0.384
105 H 0.82411 -3.48670 5.57857  0.303
106 H -0.47886 -2.85470 8.27312  0.324
107 H -0.96431 -4.17465 7.22252  0.324
108 C -3.59217 0.98814 7.11734  -1.018
109 C -2.98981 0.83581 8.49851  -0.195
110 O -2.03875 1.88164 8.76537  -0.336
111 C -2.54980 3.05418 9.14728  0.355
112 O -3.71669 3.28592 9.27514  -0.507
113 C -1.42355 4.04861 9.44073  0.895
114 F -0.48021 4.04333 8.48269  -0.247
115 F -0.80534 3.75965 10.60092  -0.251
116 F -1.87239 5.30434 9.53784  -0.242
117 H -2.81175 1.03696 6.36581  0.285
118 H -4.24921 0.15395 6.89178  0.296
119 H -4.16830 1.91188 7.04002  0.424
120 H -2.44047 -0.10419 8.55765  0.235
121 H -3.75843 0.80906 9.27268  0.334

Computed properties:
Energy   -3811.67723 a.u.
HOMO energy   -0.2982 hartree
F_max   0.1119 Eh/bohr

***

[3]
A structure of composition C42H62AsBaN3SSi2, computed with ωB97M-V/def2-TZVPD.

Each line ends with the Mulliken charge.
Atoms and positions in Å:
1 Ba 0.45101 0.00932 -0.80190  1.120
2 C -3.59747 -2.13571 -1.07357  0.635
3 C -4.11856 -1.70906 0.16321  1.016
4 C -3.40085 -2.38270 1.18954  0.017
5 C -2.44688 -3.22465 0.58075  0.641
6 C -2.58606 -3.09236 -0.82176  0.342
7 C -1.85280 -3.84365 -1.89864  -1.411
8 C -1.52952 -4.14417 1.34042  -1.495
9 C -3.63818 -2.31420 2.67425  -1.524
10 C -5.27153 -0.75461 0.33611  -1.491
11 C -4.08374 -1.72730 -2.43727  -1.600
12 H -2.54138 -4.36076 -2.58061  0.365
13 H -1.18803 -4.60062 -1.47550  0.382
14 H -1.23220 -3.19888 -2.53650  0.035
15 H -2.07057 -4.68064 2.13179  0.392
16 H -0.69356 -3.62553 1.82395  0.029
17 H -1.08087 -4.89933 0.68975  0.385
18 H -3.94216 -3.28355 3.09357  0.449
19 H -4.42954 -1.60201 2.92552  0.341
20 H -2.74686 -2.01156 3.23686  0.110
21 H -5.45652 -0.53997 1.39211  0.316
22 H -6.21320 -1.14697 -0.07257  0.388
23 H -5.09738 0.20909 -0.15687  0.055
24 H -4.39708 -2.58927 -3.04289  0.409
25 H -3.32643 -1.19903 -3.03280  0.116
26 H -4.94511 -1.05711 -2.36292  0.381
27 C 1.32073 4.96945 2.50693  -1.814
28 C 2.12797 4.62812 3.76065  2.389
29 C 3.36683 5.53296 3.80004  -1.901
30 C 1.25831 4.90803 4.99489  -1.556
31 C 2.54599 3.15532 3.78143  0.292
32 C 3.46160 2.69664 4.74760  -0.511
33 C 3.86031 1.37621 4.80688  -1.329
34 C 3.31857 0.47458 3.89254  0.935
35 S 3.61911 -1.20880 3.66985  -0.535
36 C 2.45532 -1.24047 2.34268  -0.552
37 N 1.89335 -0.09457 2.11092  0.769
38 C 2.38439 0.89723 2.95456  -2.335
39 C 2.01385 2.24044 2.89005  0.712
40 C 2.24960 -2.49356 1.57862  0.565
41 C 2.84124 -3.67480 2.04321  -0.743
42 C 2.73863 -4.83236 1.29349  -0.803
43 C 2.04890 -4.78645 0.08018  -0.519
44 C 1.46151 -3.60313 -0.33772  -0.722
45 C 1.51518 -2.39498 0.38936  0.723
46 H 1.09053 6.03784 2.50365  0.495
47 H 0.37655 4.42356 2.46640  0.104
48 H 1.87859 4.74318 1.59462  0.405
49 H 3.06861 6.57923 3.68628  0.447
50 H 4.05293 5.28181 2.98780  0.401
51 H 3.91217 5.44182 4.74188  0.348
52 H 0.93077 5.95248 5.00431  0.452
53 H 1.80682 4.70975 5.91981  0.358
54 H 0.37207 4.26939 4.98594  0.130
55 H 3.87716 3.39305 5.46700  0.348
56 H 4.58597 1.05474 5.54452  0.369
57 H 1.30679 2.53789 2.12942  0.766
58 H 3.38625 -3.70280 2.98435  0.341
59 H 3.18892 -5.75360 1.64352  0.328
60 H 1.95999 -5.68494 -0.52393  0.325
61 H 0.91962 -3.63160 -1.28245  0.372
62 C 5.28368 1.29969 -2.75981  -1.224
63 Si 3.84841 0.10360 -2.44393  -0.019
64 C 4.19704 -0.54170 -0.71014  -0.540
65 C 4.15331 -1.38263 -3.56202  -1.185
66 N 2.29510 0.76666 -2.51795  0.536
67 C 1.83586 1.51276 -3.60901  0.014
68 C 2.54927 1.60949 -4.81579  -0.283
69 C 2.13608 2.37574 -5.90627  -0.933
70 C 0.94579 3.07239 -5.81438  -0.870
71 C 0.19390 2.97986 -4.64305  -0.162
72 C 0.58293 2.22321 -3.52238  0.191
73 N -0.17916 2.14606 -2.36266  0.748
74 Si -1.59664 2.91752 -1.90229  -0.923
75 C -1.32659 3.73321 -0.22183  -0.277
76 C -2.37415 4.29619 -2.93304  -1.375
77 C -3.00324 1.68778 -1.67016  -0.228
78 H 6.18654 0.75062 -3.05039  0.335
79 H 5.50411 1.85835 -1.84407  0.301
80 H 5.05866 2.02836 -3.54344  0.372
81 H 5.28293 -0.61360 -0.57785  0.412
82 H 3.77319 -1.53393 -0.53859  0.080
83 H 3.81270 0.12302 0.07296  -0.108
84 H 5.08525 -1.88794 -3.28354  0.366
85 H 4.21521 -1.10631 -4.61942  0.345
86 H 3.33444 -2.10166 -3.45492  0.225
87 H 3.47778 1.05354 -4.90484  0.092
88 H 2.74096 2.41235 -6.80559  0.353
89 H 0.58680 3.67570 -6.64149  0.344
90 H -0.74561 3.51473 -4.58858  0.167
91 H -0.69199 4.61963 -0.33483  0.383
92 H -0.81860 3.06303 0.47882  -0.420
93 H -2.27051 4.03993 0.24703  0.396
94 H -1.65428 5.07337 -3.20708  0.334
95 H -3.17290 4.75947 -2.34350  0.374
96 H -2.81624 3.91052 -3.85727  0.336
97 H -2.80374 0.89124 -0.93995  -0.261
98 H -3.22327 1.18810 -2.61892  0.236
99 H -3.91666 2.19643 -1.33817  0.356
100 C -2.56441 3.06780 4.38756  -1.437
101 As -1.52302 1.96141 3.15161  0.757
102 C -3.05197 1.18357 2.21283  -0.869
103 C -1.18409 0.46553 4.37058  -1.154
104 H -3.32505 2.45847 4.87952  0.443
105 H -3.05000 3.86838 3.82822  0.331
106 H -1.91488 3.51578 5.14072  0.419
107 H -3.84000 0.92751 2.92166  0.435
108 H -2.76414 0.26958 1.68395  -0.121
109 H -3.43527 1.89456 1.48025  0.326
110 H -2.08801 0.19087 4.91624  0.463
111 H -0.38948 0.73056 5.07039  0.398
112 H -0.85037 -0.38951 3.78229  0.068

Computed properties:
Energy   -5040.46048 a.u.
Total charge   -2
HOMO energy   -0.0337 hartree
F_max   0.0103 Eh/bohr
Relative energy (zero: lowest compared OMol25 entry of this formula, charge and spin)   161.5 kJ/mol

***

[4]
A structure of composition C3H4N2O, computed with ωB97M-V/def2-TZVPD.

Each line ends with the Mulliken charge.
Atoms and positions in Å:
1 O -0.16790 1.86352 -1.40942  -0.655
2 C 0.10228 0.98811 -0.49908  0.591
3 N 1.20469 0.78350 0.21450  -0.766
4 N 1.08425 -0.53664 0.56654  0.290
5 C 0.02439 -1.17349 0.10323  -0.352
6 C -0.75478 -0.21078 -0.58661  -0.564
7 H -0.64464 0.56090 -1.70984  0.414
8 H 1.83819 -0.94214 1.10334  0.231
9 H -0.16430 -2.20928 0.35544  0.432
10 H -1.83763 -0.18130 -0.49462  0.378

Computed properties:
Energy   -301.32585 a.u.
HOMO energy   -0.3221 hartree
F_max   0.0075 Eh/bohr
Relative energy (zero: lowest compared OMol25 entry of this formula, charge and spin)   423.7 kJ/mol

***

What is the energy in the first record?
-365.33022 a.u.